(1)
Entry from the OMol25 dataset: a cluster of 12 separate species, C12H48N24O12 in total in a non-equilibrium geometry (the ωB97M-V functional and the def2-TZVPD basis).

```
96
Properties=species:S:1:pos:R:3:lowdin_charge:R:1
C -13.93 17.38 -5.08 -0.666
O -14.40 16.28 -4.76 0.005
N -13.85 17.76 -6.39 0.149
N -13.62 18.36 -4.20 0.191
H -13.84 16.99 -7.04 0.101
H -13.49 18.64 -6.70 0.091
H -13.40 19.28 -4.55 0.092
H -13.60 18.13 -3.23 0.058
C -13.91 11.93 0.35 -0.624
O -13.41 12.92 -0.22 -0.021
N -14.75 11.99 1.43 0.173
N -13.56 10.62 0.11 0.152
H -14.93 12.84 1.94 0.070
H -14.97 11.06 1.73 0.087
H -12.87 10.51 -0.62 0.106
H -13.88 9.92 0.73 0.089
C -12.94 21.86 -0.73 -0.628
O -11.90 21.18 -0.65 -0.044
N -13.31 22.50 -1.86 0.187
N -13.75 22.10 0.34 0.174
H -12.81 22.34 -2.74 0.066
H -14.08 23.14 -1.85 0.107
H -14.73 22.22 0.15 0.098
H -13.48 21.62 1.19 0.053
C -10.75 21.19 -4.12 -0.667
O -11.85 21.72 -4.32 -0.019
N -9.95 20.82 -5.15 0.157
N -10.23 20.93 -2.90 0.181
H -10.29 20.99 -6.08 0.100
H -9.11 20.27 -5.17 0.079
H -9.59 20.15 -2.78 0.065
H -10.85 21.16 -2.11 0.054
C -13.49 19.74 3.07 -0.658
O -14.16 20.75 2.87 0.003
N -12.59 19.29 2.15 0.167
N -13.66 18.90 4.13 0.169
H -12.41 19.76 1.28 0.060
H -12.04 18.50 2.42 0.079
H -13.12 18.06 4.14 0.094
H -14.22 19.15 4.93 0.108
C -12.45 17.11 -0.78 -0.653
O -13.58 17.22 -1.28 -0.040
N -11.99 15.92 -0.37 0.208
N -11.62 18.17 -0.59 0.201
H -12.53 15.08 -0.42 0.087
H -11.08 15.78 0.04 0.073
H -10.80 17.90 -0.08 0.087
H -11.89 19.08 -0.95 0.078
C -16.01 15.66 1.89 -0.671
O -15.33 14.76 2.39 -0.025
N -15.48 16.65 1.14 0.192
N -17.36 15.74 2.03 0.168
H -14.49 16.76 1.00 0.080
H -16.08 17.15 0.51 0.069
H -17.83 14.99 2.50 0.103
H -17.85 16.51 1.61 0.103
C -8.61 17.79 3.32 -0.676
O -7.81 16.96 3.75 0.018
N -8.88 17.95 1.99 0.151
N -9.25 18.73 4.09 0.139
H -8.53 17.26 1.34 0.060
H -9.44 18.75 1.78 0.075
H -9.81 19.49 3.76 0.080
H -9.01 18.78 5.07 0.100
C -9.22 17.47 -3.70 -0.661
O -8.71 18.24 -2.88 0.007
N -8.77 17.34 -4.96 0.164
N -10.19 16.58 -3.32 0.172
H -9.17 16.65 -5.57 0.100
H -8.11 18.05 -5.22 0.104
H -10.55 15.87 -3.93 0.105
H -10.55 16.79 -2.40 0.060
C -8.84 14.61 -0.11 -0.658
O -8.87 15.83 0.14 -0.024
N -9.40 14.07 -1.21 0.178
N -8.25 13.77 0.75 0.179
H -9.19 13.13 -1.51 0.105
H -9.81 14.75 -1.82 0.071
H -7.79 14.23 1.52 0.121
H -8.26 12.77 0.66 0.104
C -16.33 14.38 -2.00 -0.675
O -17.31 14.86 -2.58 -0.007
N -15.03 14.55 -2.28 0.185
N -16.48 13.56 -0.93 0.169
H -14.79 15.06 -3.13 0.071
H -14.37 14.01 -1.75 0.058
H -15.61 13.23 -0.54 0.038
H -17.38 13.21 -0.66 0.105
C -16.70 18.68 -1.69 -0.684
O -17.79 19.18 -1.96 0.006
N -15.57 19.35 -1.33 0.157
N -16.48 17.35 -1.72 0.160
H -15.65 20.33 -1.11 0.079
H -14.70 18.83 -1.30 0.048
H -17.16 16.72 -2.14 0.081
H -15.54 17.06 -1.50 0.037
```

The frontier orbital gap comes out at 0.3167 hartree. The structure (SMILES) is NC(N)=O.NC(N)=O.NC(N)=O.NC(N)=O.NC(N)=O.NC(N)=O.NC(N)=O.NC(N)=O.NC(N)=O.NC(N)=O.NC(N)=O.NC(N)=O. The calculation puts the relative energy (zero: lowest compared OMol25 entry of this formula, charge and spin) at 76.5 kJ/mol. The total energy comes out at -73569.5703 eV.

***

(2)
Entry from the OMol25 dataset: a structure of composition C12H48N2O12 in a non-equilibrium geometry (the ωB97M-V functional and the def2-TZVPD basis).

```
74
Properties=species:S:1:pos:R:3:lowdin_charge:R:1
C -1.95 3.03 -1.58 -0.137
O -1.41 3.28 -2.87 -0.101
H -1.63 2.19 -0.95 0.045
H -1.82 3.88 -0.91 0.092
H -3.03 2.95 -1.70 0.094
H -2.10 3.39 -3.53 0.101
C -2.00 1.55 2.52 -0.121
O -1.76 0.18 2.46 -0.189
H -2.91 1.82 3.05 0.085
H -1.20 2.16 2.94 0.077
H -2.34 1.71 1.49 0.082
H -1.02 0.06 1.85 -0.064
C -2.29 -0.16 -2.29 -0.174
O -2.98 0.64 -3.20 -0.083
H -2.84 -1.06 -2.00 0.072
H -1.34 -0.50 -2.70 0.101
H -1.99 0.31 -1.35 0.025
H -3.87 0.88 -2.94 0.087
C -1.41 -2.12 3.13 -0.088
O -1.52 -3.59 2.92 -0.130
H -0.56 -1.84 3.75 0.109
H -1.07 -1.62 2.22 0.035
H -2.35 -1.70 3.51 0.102
H -0.92 -3.94 3.59 0.076
C 2.83 -1.86 1.65 -0.153
O 3.91 -1.63 2.53 -0.090
H 2.48 -2.89 1.69 0.077
H 2.07 -1.09 1.79 0.084
H 3.19 -1.74 0.62 0.055
H 4.48 -0.94 2.19 0.070
C -2.82 -1.02 0.24 -0.204
O -3.99 -0.29 -0.01 -0.065
H -2.75 -1.41 1.25 0.084
H -2.56 -1.81 -0.47 0.088
H -1.94 -0.37 0.20 0.024
H -4.69 -0.94 -0.01 0.091
C 0.67 2.72 1.65 -0.169
O 0.73 1.51 2.42 -0.109
H 0.64 3.59 2.31 0.087
H 1.57 2.96 1.09 0.051
H -0.19 2.72 0.98 0.050
H 0.51 0.70 1.95 -0.234
C 3.41 0.08 -0.59 -0.170
O 3.55 -0.92 -1.55 -0.138
H 2.51 -0.25 -0.06 0.056
H 4.29 0.04 0.06 0.099
H 3.26 1.05 -1.07 0.069
H 2.85 -0.66 -2.16 -0.069
C -0.05 0.38 -0.05 -0.058
O 0.18 -0.06 1.27 -0.057
H -0.74 -0.30 -0.55 0.061
H -0.45 1.39 -0.11 0.070
H 0.85 0.33 -0.66 0.079
H 0.24 -1.01 1.22 -0.048
C 2.20 0.31 -3.68 -0.043
O 1.75 0.08 -2.32 -0.219
H 2.29 1.37 -3.90 0.088
H 3.22 -0.08 -3.74 0.097
H 1.53 -0.14 -4.41 0.090
H 1.08 0.68 -1.98 -0.041
C 1.55 2.79 -1.19 -0.111
O 0.67 1.98 -1.89 -0.169
H 2.05 3.38 -1.95 0.106
H 0.91 3.44 -0.59 0.081
H 2.42 2.38 -0.67 0.081
H 0.16 2.53 -2.48 0.083
C 0.14 -3.08 0.46 -0.685
O -0.28 -1.95 0.61 0.017
N 0.26 -3.91 1.45 0.187
N 0.39 -3.65 -0.64 0.235
H 0.68 -4.83 1.39 0.140
H -0.05 -3.59 2.35 0.058
H 1.03 -4.43 -0.58 0.138
H 0.25 -3.08 -1.46 0.142
```

The frontier orbital gap comes out at 0.3240 hartree. The calculation puts the relative energy (zero: lowest compared OMol25 entry of this formula, charge and spin) at 953.8 kJ/mol. The total energy comes out at -40756.9565 eV.

***

(3)
Entry from the OMol25 dataset: a cluster of 12 separate species, C12H48N8O12 in total in a non-equilibrium geometry (the ωB97M-V functional and the def2-TZVPD basis).

```
80
Properties=species:S:1:pos:R:3:lowdin_charge:R:1
C -2.30 -2.14 1.40 -0.563
O -3.00 -2.34 0.15 -0.143
N -1.33 -2.86 1.79 0.182
N -2.51 -1.06 2.09 0.176
H -1.09 -3.78 1.31 0.175
H -1.17 -2.83 2.83 0.111
H -3.34 -0.54 1.83 0.127
H -2.09 -0.84 3.00 0.076
C 2.70 4.29 -2.32 -0.618
O 3.76 4.49 -3.25 -0.162
N 1.64 4.97 -2.23 0.182
N 2.80 3.34 -1.41 0.122
H 1.54 5.70 -2.91 0.131
H 0.82 4.95 -1.62 0.136
H 3.66 2.72 -1.38 0.177
H 2.10 3.08 -0.68 0.079
C 2.16 -3.34 -1.68 -0.624
O 2.43 -2.04 -2.16 -0.133
N 0.99 -3.81 -1.73 0.191
N 3.08 -4.13 -1.17 0.149
H 0.26 -3.18 -2.15 0.082
H 0.76 -4.79 -1.56 0.142
H 3.99 -3.74 -1.14 0.106
H 2.97 -5.00 -0.71 0.109
C -3.69 -0.39 -2.49 -0.697
O -4.75 -1.31 -2.46 -0.144
N -3.65 0.50 -3.41 0.147
N -2.82 -0.32 -1.63 0.156
H -4.46 0.60 -3.99 0.106
H -2.80 1.16 -3.72 0.186
H -2.79 -1.03 -0.89 0.063
H -2.39 0.60 -1.57 0.090
C -2.15 2.38 0.42 -0.095
O -1.63 2.11 -0.92 -0.118
H -3.05 1.83 0.61 0.085
H -2.27 3.36 0.55 0.029
H -1.49 2.16 1.28 0.053
H -0.68 2.21 -0.89 0.051
C -0.60 1.83 3.99 -0.147
O -1.77 1.05 4.04 -0.097
H 0.06 1.47 3.23 0.042
H 0.01 1.84 4.89 0.094
H -0.88 2.80 3.62 0.073
H -2.51 1.48 3.69 0.063
C 0.11 -1.35 4.48 -0.134
O -1.21 -1.95 4.59 -0.136
H 0.39 -0.59 5.16 0.060
H 0.22 -0.72 3.59 0.053
H 0.92 -2.15 4.58 0.104
H -1.28 -2.12 5.55 0.114
C 0.61 -0.26 -0.27 -0.121
O 0.03 0.19 0.92 -0.134
H 1.15 -1.23 -0.09 0.082
H 1.31 0.50 -0.64 0.086
H -0.14 -0.45 -0.93 0.027
H -0.41 -0.55 1.34 0.028
C 1.51 0.84 -3.22 -0.085
O 0.86 2.01 -2.65 -0.136
H 1.03 -0.04 -2.88 0.028
H 2.47 0.87 -2.84 0.062
H 1.52 0.84 -4.25 0.067
H 1.38 2.56 -2.11 -0.045
C -0.67 -1.98 -3.88 -0.083
O -0.88 -2.03 -2.41 -0.186
H -0.48 -0.95 -4.24 0.079
H -1.60 -2.18 -4.42 0.078
H 0.05 -2.72 -4.17 0.073
H -1.56 -1.34 -2.30 0.027
C 1.21 3.49 1.68 -0.198
O 1.84 2.52 1.00 -0.083
H 1.34 4.41 1.20 0.073
H 1.57 3.67 2.72 0.110
H 0.16 3.36 1.77 0.043
H 1.42 1.74 1.33 0.050
C 1.98 -2.34 2.01 -0.175
O 1.96 -3.62 1.45 -0.132
H 2.36 -2.54 3.05 0.090
H 0.94 -1.99 1.92 0.032
H 2.67 -1.65 1.48 0.100
H 2.72 -3.75 0.89 0.031
```

The frontier orbital gap comes out at 0.2885 hartree. The structure (SMILES) is NC(N)=O.NC(N)=O.NC(N)=O.NC(N)=O.CO.CO.CO.CO.CO.CO.CO.CO. The calculation puts the relative energy (zero: lowest compared OMol25 entry of this formula, charge and spin) at 824.9 kJ/mol. The total energy comes out at -49706.4052 eV.

***

(4)
Entry from the OMol25 dataset: a cluster of 12 separate species, C12H48O12 in total in a non-equilibrium geometry (the ωB97M-V functional and the def2-TZVPD basis).

```
72
Properties=species:S:1:pos:R:3:lowdin_charge:R:1
C 0.11 8.27 -14.13 -0.122
O 0.77 7.06 -13.75 -0.138
H -0.66 8.56 -13.40 0.082
H 0.82 9.10 -14.15 0.077
H -0.34 8.17 -15.12 0.081
H 0.22 6.31 -14.01 0.079
C 2.64 3.75 -14.45 -0.096
O 1.20 3.65 -14.20 -0.143
H 2.84 4.64 -15.03 0.064
H 3.14 3.93 -13.48 0.080
H 3.11 2.87 -14.90 0.079
H 1.01 2.96 -13.55 0.083
C 4.10 10.74 -13.59 -0.165
O 5.29 11.40 -14.01 -0.114
H 3.93 9.82 -14.18 0.069
H 4.13 10.40 -12.54 0.070
H 3.25 11.39 -13.75 0.076
H 6.00 10.76 -13.95 0.067
C 3.50 7.39 -11.58 -0.194
O 3.43 6.82 -12.86 -0.141
H 2.82 8.23 -11.41 0.075
H 3.26 6.63 -10.83 0.075
H 4.49 7.78 -11.32 0.072
H 2.51 6.90 -13.19 0.036
C 1.10 6.98 -19.99 -0.117
O 1.52 8.23 -20.60 -0.134
H 1.35 6.10 -20.60 0.094
H 1.67 6.85 -19.06 0.057
H 0.05 6.94 -19.68 0.078
H 1.20 8.31 -21.50 0.093
C 4.14 10.38 -21.46 -0.130
O 4.16 9.31 -20.51 -0.162
H 3.82 10.03 -22.45 0.079
H 3.51 11.20 -21.08 0.077
H 5.15 10.76 -21.58 0.079
H 3.28 8.87 -20.51 0.043
C 6.74 5.33 -18.72 -0.142
O 5.70 4.37 -18.92 -0.136
H 6.98 5.86 -19.65 0.082
H 6.46 5.99 -17.91 0.065
H 7.69 4.85 -18.40 0.081
H 5.91 3.90 -19.73 0.081
C 2.72 10.85 -18.06 -0.217
O 4.03 10.59 -17.91 -0.129
H 2.32 10.98 -17.06 0.078
H 2.61 11.76 -18.65 0.079
H 2.21 10.02 -18.55 0.063
H 4.36 10.12 -18.71 0.063
C 3.07 2.40 -18.62 -0.164
O 1.74 2.08 -19.01 -0.142
H 3.10 2.52 -17.53 0.068
H 3.73 1.56 -18.88 0.076
H 3.47 3.29 -19.11 0.052
H 1.11 2.43 -18.35 0.043
C 0.14 5.07 -17.16 -0.131
O 0.49 3.70 -17.01 -0.133
H 0.82 5.73 -16.61 0.071
H 0.23 5.35 -18.22 0.052
H -0.90 5.28 -16.87 0.085
H 0.79 3.58 -16.09 0.051
C 3.71 7.41 -16.92 -0.108
O 3.50 6.00 -17.11 -0.145
H 3.28 7.62 -15.95 0.071
H 4.78 7.61 -16.93 0.074
H 3.23 8.00 -17.70 0.055
H 3.83 5.71 -17.97 0.054
C 7.32 10.20 -16.94 -0.190
O 7.31 11.54 -17.35 -0.102
H 6.54 10.03 -16.20 0.059
H 7.24 9.51 -17.79 0.075
H 8.24 9.95 -16.39 0.080
H 8.09 11.71 -17.89 0.073
```

The frontier orbital gap comes out at 0.3618 hartree. The structure (SMILES) is CO.CO.CO.CO.CO.CO.CO.CO.CO.CO.CO.CO. The calculation puts the relative energy (zero: lowest compared OMol25 entry of this formula, charge and spin) at 510.8 kJ/mol. The total energy comes out at -37787.2180 eV.

***

(5)
Entry from the OMol25 dataset: a structure of composition C12H5Cl4N5O2Pt in a non-equilibrium geometry (the ωB97M-V functional and the def2-TZVPD basis).

```
29
Properties=species:S:1:pos:R:3:nbo_charge:R:1
Pt -0.17 0.37 0.37 1.056
Cl 4.12 -1.00 5.78 0.213
C 3.39 -0.60 4.31 -0.034
C 4.26 -0.05 3.23 0.039
Cl 5.89 0.14 3.56 0.255
C 3.77 0.30 2.00 -0.239
Cl 4.75 0.92 0.75 0.139
C 2.39 0.15 1.76 0.537
O 1.86 0.45 0.67 -0.585
C 1.48 -0.42 2.85 0.463
O 0.29 -0.51 2.60 -0.497
C 2.07 -0.78 4.13 -0.185
Cl 1.04 -1.43 5.30 0.166
N -4.26 0.39 -0.08 -0.290
C -3.19 -0.38 0.10 0.248
N -2.14 0.43 0.09 -0.495
C -2.65 1.68 -0.12 0.286
N -3.94 1.69 -0.22 -0.159
C -1.67 2.74 -0.29 0.110
C -1.91 4.08 -0.53 0.071
N -0.91 4.94 -0.70 -0.284
C 0.33 4.48 -0.65 0.046
C 0.61 3.13 -0.40 0.028
N -0.40 2.29 -0.22 -0.370
H -5.23 0.10 -0.13 0.464
H -3.20 -1.45 0.23 0.266
H -2.92 4.45 -0.59 0.254
H 1.14 5.18 -0.81 0.248
H 1.62 2.74 -0.37 0.251
```

The charge is +2. The frontier orbital gap comes out at 0.2246 hartree. The calculation puts the relative energy (zero: lowest compared OMol25 entry of this formula, charge and spin) at 83.9 kJ/mol. The total energy comes out at -77389.3154 eV.

***

(6)
Entry from the OMol25 dataset: a cluster of 25 separate species, C12H64O27S in total in a non-equilibrium geometry (the ωB97M-V functional and the def2-TZVPD basis).

```
104
Properties=species:S:1:pos:R:3:lowdin_charge:R:1
O 4.78 -1.60 1.92 -0.349
S 4.77 -1.15 0.46 0.795
O 6.21 -0.89 0.08 -0.338
C 3.71 0.40 0.45 -0.141
C 2.46 0.04 -0.54 -0.288
C 1.47 1.27 -0.77 -0.176
C 0.03 0.88 -1.38 -0.177
C -0.64 -0.41 -0.69 -0.177
C -0.90 -0.28 0.86 -0.037
C -1.50 -1.48 1.63 -0.053
C -1.83 -2.81 0.86 -0.053
C -1.57 -2.92 -0.67 -0.058
C -0.96 -1.72 -1.49 -0.014
C 3.16 -0.49 -1.92 -0.117
C 3.68 -2.01 -1.76 -0.219
O 4.03 -2.40 -0.39 -0.285
H 4.37 1.21 -0.04 0.110
H 3.34 0.69 1.49 0.120
H 1.96 -0.88 -0.05 0.145
H 1.95 2.05 -1.48 0.129
H 1.29 1.85 0.22 0.079
H 0.05 0.77 -2.53 0.112
H -0.68 1.77 -1.16 0.111
H -0.63 0.69 1.39 0.086
H -1.67 -1.37 2.76 0.086
H -2.25 -3.69 1.45 0.069
H -1.84 -3.90 -1.18 0.057
H -0.75 -1.82 -2.62 0.091
H 4.10 0.15 -2.14 0.112
H 2.48 -0.37 -2.83 0.127
H 4.51 -2.23 -2.53 0.131
H 2.80 -2.69 -2.07 0.126
O 1.80 3.26 1.57 -0.065
H 2.63 3.40 2.05 0.070
H 1.28 4.05 1.76 0.016
O -3.91 -2.13 3.35 -0.075
H -4.47 -2.43 2.62 0.001
H -4.46 -2.27 4.14 0.017
O 0.53 5.94 0.99 -0.035
H 0.55 6.90 1.11 0.071
H -0.18 5.80 0.35 0.030
O 6.14 -4.27 -1.08 -0.061
H 6.97 -4.12 -0.60 0.042
H 5.62 -3.47 -0.88 -0.022
O 6.54 1.17 -2.00 -0.072
H 6.70 0.33 -1.55 0.002
H 6.31 1.78 -1.29 0.023
O -3.88 -4.91 3.24 -0.067
H -3.41 -4.54 4.00 0.033
H -4.02 -5.84 3.48 0.062
O 3.34 -2.99 -4.24 -0.076
H 2.57 -3.08 -4.82 0.046
H 3.76 -3.86 -4.28 0.056
O 1.75 -5.31 -4.29 -0.068
H 1.91 -6.15 -3.85 0.036
H 1.52 -4.71 -3.58 0.013
O -1.72 6.13 -1.41 -0.045
H -2.58 6.35 -1.78 0.066
H -1.11 6.25 -2.15 0.029
O -2.23 -6.38 -0.65 -0.067
H -1.34 -6.69 -0.44 0.024
H -2.49 -5.87 0.13 0.013
O -5.64 -1.07 1.48 -0.071
H -5.31 -0.38 2.07 0.038
H -5.77 -0.62 0.64 0.028
O -2.96 4.10 0.65 -0.062
H -2.51 4.80 0.16 -0.021
H -3.76 4.54 0.99 0.032
O -0.29 2.41 3.87 -0.062
H -1.15 2.63 3.50 0.035
H 0.32 2.53 3.13 -0.010
O 1.24 -5.74 -1.37 -0.046
H 1.71 -5.37 -0.62 0.054
H 1.11 -6.67 -1.14 0.044
O -4.39 1.03 -0.06 -0.051
H -3.43 1.09 0.02 0.028
H -4.68 1.94 -0.15 0.034
O 0.70 6.68 -3.63 -0.061
H 1.11 6.28 -4.40 0.042
H 1.44 6.81 -3.01 0.008
O -4.45 -4.58 -0.39 -0.060
H -4.80 -5.42 -0.74 0.049
H -5.18 -4.24 0.15 0.016
O 3.56 5.27 0.19 -0.055
H 3.23 4.43 -0.16 0.030
H 2.83 5.60 0.72 0.001
O -3.06 -3.04 -3.48 -0.067
H -2.34 -3.67 -3.55 0.031
H -3.69 -3.46 -2.88 0.027
O 3.41 6.18 -2.47 -0.063
H 3.82 5.78 -3.25 0.051
H 4.14 6.31 -1.86 0.039
O 2.37 6.34 3.58 -0.046
H 1.81 6.04 2.85 -0.018
H 1.83 6.21 4.36 0.048
O -4.57 -3.50 5.75 -0.045
H -4.23 -3.91 6.55 0.061
H -5.50 -3.75 5.73 0.063
O -6.38 -4.30 1.94 -0.064
H -5.55 -4.17 2.42 -0.012
H -6.89 -3.51 2.13 0.042
O -3.02 6.88 1.59 -0.049
H -2.93 7.48 2.35 0.049
H -2.22 7.04 1.08 0.011
```

The frontier orbital gap comes out at 0.2815 hartree. The total energy comes out at -79595.0647 eV.